1.
Density functional theory data (ωB97M-V with the def2-TZVPD basis set) for C42H38BaIN6O3PS3Se2 as an isolated structure.

```
97
Properties=species:S:1:pos:R:3
Ba 1.3010 -0.3198 0.5225
C 4.9120 0.0483 1.1272
N 4.0411 0.8783 0.2863
C 4.3236 0.6699 -1.1316
C 3.1756 1.1555 -2.0096
N 2.1040 0.1520 -2.1305
C 0.8932 0.7588 -2.7005
C 2.5603 -0.9707 -2.9350
C 2.6973 -0.8063 -4.3116
C 3.1588 -1.8197 -5.1310
C 3.4833 -3.0453 -4.5629
C 3.3406 -3.2296 -3.2026
C 2.8889 -2.2055 -2.3493
S 2.8147 -2.5498 -0.6419
C 4.1323 2.2509 0.7392
C 5.1054 3.1108 0.2388
C 5.2460 4.4089 0.7010
C 4.3791 4.8696 1.6812
C 3.4252 4.0209 2.2087
C 3.2955 2.6888 1.7853
S 2.1892 1.6548 2.6501
H 5.9709 0.3106 0.9812
H 4.7664 -1.0053 0.8821
H 4.6540 0.2152 2.1733
H 4.4616 -0.4008 -1.2857
H 5.2512 1.1591 -1.4540
H 3.5684 1.4054 -3.0051
H 2.7487 2.0686 -1.5807
H 1.1001 1.4053 -3.5597
H 0.4050 1.3823 -1.9485
H 0.2064 -0.0307 -3.0070
H 2.4302 0.1466 -4.7542
H 3.2625 -1.6508 -6.1955
H 3.8507 -3.8553 -5.1821
H 3.5855 -4.1816 -2.7504
H 5.7882 2.7604 -0.5248
H 6.0258 5.0466 0.3030
H 4.4553 5.8899 2.0398
H 2.7541 4.3654 2.9846
Se -1.9187 1.9285 0.2246
P -1.5663 3.6935 -0.9626
Se 0.3859 4.2833 -1.6089
C -2.3102 5.0433 0.0258
C -3.6943 5.1792 0.0909
C -4.2607 6.1001 0.9580
C -3.4464 6.8795 1.7686
C -2.0675 6.7394 1.7119
C -1.4979 5.8240 0.8380
C -2.6444 3.6416 -2.4441
C -3.2159 2.4568 -2.8847
C -3.9834 2.4409 -4.0423
C -4.1777 3.6099 -4.7624
C -3.5984 4.7964 -4.3285
C -2.8218 4.8097 -3.1820
H -4.3203 4.5500 -0.5301
H -5.3377 6.2056 1.0112
H -3.8934 7.5889 2.4556
H -1.4338 7.3384 2.3545
H -0.4225 5.7059 0.7803
H -3.0625 1.5514 -2.3103
H -4.4271 1.5137 -4.3835
H -4.7684 3.5921 -5.6707
H -3.7489 5.7099 -4.8914
H -2.3344 5.7204 -2.8542
I 1.9618 -4.1741 4.0957
C 1.1927 -2.4324 5.0082
C 1.0639 -2.3756 6.3873
C 0.5835 -1.1913 6.9258
C 0.2638 -0.1375 6.0841
C 0.4184 -0.3154 4.7181
N 0.8770 -1.4529 4.1933
H 1.3286 -3.2161 7.0113
H 0.4708 -1.0976 7.9988
H -0.0949 0.8034 6.4765
H 0.1942 0.4761 4.0127
O -4.2016 -10.5710 -0.2174
S -3.9344 -9.3127 -0.8895
O -2.6104 -9.2087 -1.4701
O -5.0210 -8.8230 -1.7324
C -4.0107 -8.0238 0.4023
N -4.9044 -8.1844 1.3777
C -5.0930 -7.1489 2.1779
C -4.3918 -5.9611 2.0520
C -3.4561 -5.8989 1.0242
N -3.2891 -6.9294 0.1983
C -2.5853 -4.7150 0.8087
C -2.8289 -3.4890 1.4221
C -1.9469 -2.4457 1.2120
N -0.8606 -2.5481 0.4488
C -0.6345 -3.7155 -0.1587
C -1.4660 -4.8158 -0.0162
H -5.8358 -7.2777 2.9602
H -4.5554 -5.1435 2.7393
H -3.6935 -3.3343 2.0528
H -2.1161 -1.4770 1.6723
H 0.2602 -3.7660 -0.7688
H -1.2703 -5.7514 -0.5209
```

Relative energy (zero: lowest compared OMol25 entry of this formula, charge and spin) in kcal per mole: 22.0
Net charge: -2
HOMO-LUMO gap in Eh: 0.2358
Energy in eV: -240542.9276

Mulliken population analysis, charges in e, atoms 1 to 2: atom 1 (Ba): 1.036, atom 2 (C): -1.080



2.
Density functional theory data (ωB97M-V with the def2-TZVPD basis set) for C42H38N7O2PTa as an isolated structure.

```
91
Properties=species:S:1:pos:R:3
Ta 1.3917 1.2336 0.4687
C 3.7249 4.3725 6.3641
C 3.0991 3.8886 5.1214
C 1.7259 4.1381 4.9649
C 1.0896 3.4784 3.9738
C 1.6867 2.6954 3.0093
N 0.9386 1.7107 2.2745
C 0.2471 0.6890 3.1199
C -0.8937 0.9730 3.8504
C -1.2785 0.1557 4.9603
C -0.6536 -1.0498 5.2078
C -1.0888 -1.9781 6.3013
C 0.4563 -1.3773 4.4438
C 0.8093 -0.5915 3.3120
N 1.7645 -1.1234 2.4553
C 2.5088 -2.2586 2.5837
C 3.1667 -2.5079 1.4003
C 2.9190 -1.4344 0.5616
N 2.0775 -0.5470 1.1883
C 3.1072 2.8578 2.9328
C 3.7729 3.3116 4.1090
N 3.7586 2.7628 1.6947
C 4.9849 3.2677 1.3523
C 5.1866 3.1523 0.0009
C 3.9483 2.6203 -0.5429
N 3.0521 2.4101 0.5011
H 2.8629 4.6513 7.0150
H 4.2608 3.4961 6.8940
H 4.4187 5.2593 6.2673
H 1.1341 4.6319 5.7043
H 0.0035 3.5918 3.8772
H -1.4015 1.8805 3.6202
H -2.1597 0.4735 5.5501
H -2.1289 -2.3346 6.0541
H -0.3614 -2.8254 6.3133
H -1.1152 -1.4821 7.2559
H 1.0958 -2.2464 4.6964
H 2.5552 -2.9431 3.4565
H 3.8384 -3.3235 1.2328
H 3.3051 -1.2264 -0.4154
H 4.8622 3.2840 4.1673
H 5.7211 3.6718 2.1104
H 6.0592 3.4684 -0.5718
H 3.5938 2.5222 -1.5329
O -0.7208 0.8115 0.3656
C -0.7224 0.0222 -0.6624
O 0.4752 -0.1542 -1.1315
C -1.9963 -0.3339 -1.2539
C -3.1717 0.0272 -0.6132
C -4.4359 -0.0728 -1.1859
C -4.5033 -0.5403 -2.4781
C -3.3545 -0.9624 -3.1568
C -2.0989 -1.0013 -2.5078
P -0.7712 -1.9464 -3.2606
C -1.3836 -2.1535 -4.9784
C -1.3243 -3.4163 -5.5720
C -2.0646 -3.7258 -6.6774
C -2.9046 -2.7476 -7.2440
C -2.7500 -1.4327 -6.7908
C -1.8964 -1.0863 -5.7115
C -1.1307 -3.5834 -2.5171
C -2.1750 -4.3912 -2.9770
C -2.2514 -5.6803 -2.4794
C -1.5110 -6.0865 -1.3842
C -0.5059 -5.2514 -0.9279
C -0.3346 -3.9966 -1.4386
H -3.0209 0.3930 0.3837
H -5.2933 0.1187 -0.5665
H -5.4273 -0.7462 -2.9484
H -3.5510 -1.3876 -4.1675
H -0.6623 -4.2840 -5.2001
H -1.9884 -4.6963 -7.0781
H -3.7078 -3.0097 -7.8858
H -3.2325 -0.6505 -7.3420
H -1.7254 -0.0457 -5.4142
H -2.8368 -3.9847 -3.7333
H -2.9069 -6.4010 -2.9792
H -1.6426 -7.0826 -0.9723
H 0.1777 -5.6886 -0.1880
H 0.3922 -3.3049 -0.9929
C -0.4083 2.9124 -4.1741
N -0.7980 3.4012 -2.8348
C -2.1438 4.0433 -2.6269
C -0.0462 3.1042 -1.8150
N 0.6878 2.6690 -0.9964
H -0.8318 3.5616 -4.9511
H -0.7815 1.8812 -4.3822
H 0.6579 2.9044 -4.1728
H -2.1056 5.1321 -2.6766
H -2.5382 3.8092 -1.6091
H -2.7813 3.6546 -3.3972
```

Relative energy (zero: lowest compared OMol25 entry of this formula, charge and spin) in kcal per mole: 86.8
Net charge: +3
HOMO-LUMO gap in Eh: 0.1390
Energy in eV: -69510.1746

Mulliken population analysis, charges in e, atoms 1 to 2: atom 1 (Ta): 2.177, atom 2 (C): -1.243



3.
Density functional theory data (ωB97M-V with the def2-TZVPD basis set) for C42H39AgF3N3O3S2Te as an isolated structure.

```
94
Properties=species:S:1:pos:R:3
Ag -0.0077 0.6721 0.0390
C -0.4086 -0.5751 6.0974
C 0.2862 0.7615 6.3903
C 1.7844 0.6350 6.0914
C 0.1174 1.0735 7.8827
C -0.3103 1.8287 5.4829
C -0.9153 2.9887 5.9734
C -1.4343 3.9563 5.1231
C -1.3706 3.7512 3.7614
S -1.9263 4.7614 2.4604
C -1.3441 3.4891 1.3010
N -0.8074 2.4779 1.8892
C -0.7825 2.5762 3.2351
C -0.2421 1.6417 4.1118
C -1.5309 3.6185 -0.1067
C -2.1675 4.7545 -0.6267
C -2.4218 4.8519 -1.9759
C -2.0419 3.7993 -2.8004
C -1.3674 2.7048 -2.2781
C -1.0450 2.5463 -0.9181
H -0.0006 -1.3620 6.7323
H -0.2678 -0.8592 5.0598
H -1.4791 -0.4942 6.2840
H 2.2181 -0.1720 6.6815
H 2.2968 1.5626 6.3396
H 1.9549 0.4296 5.0400
H 0.5653 0.2728 8.4720
H -0.9353 1.1471 8.1513
H 0.6145 2.0051 8.1463
H -0.9937 3.1688 7.0354
H -1.8625 4.8672 5.5211
H 0.2349 0.7956 3.6525
H -2.4583 5.5572 0.0447
H -2.9040 5.7321 -2.3928
H -2.2629 3.8572 -3.8642
H -1.0800 1.9287 -2.9806
N -2.4319 -3.8589 4.3797
C -1.8295 -2.8666 3.6115
C -0.5049 -2.9728 3.1997
C 0.0304 -1.9729 2.4077
N -0.6398 -0.8924 2.0451
C -1.9044 -0.7977 2.4193
C -2.5460 -1.7476 3.1920
H -1.7925 -4.4403 4.9006
H -3.2381 -3.5564 4.9052
H 0.0890 -3.8246 3.5003
H 1.0559 -2.0252 2.0787
H -2.4193 0.0928 2.0894
H -3.5810 -1.6171 3.4816
Te 2.3274 0.0183 -1.9105
C 4.0646 0.5452 -3.1587
C 4.3144 1.7621 -3.7770
C 5.4040 1.9283 -4.6169
C 6.2729 0.8771 -4.8519
C 6.0447 -0.3437 -4.2409
C 4.9527 -0.4963 -3.4075
C 1.3254 -0.1716 -3.7869
C 0.9702 -1.4142 -4.2809
C 0.2298 -1.5317 -5.4435
C -0.1557 -0.3997 -6.1385
C 0.2254 0.8482 -5.6746
C 0.9513 0.9568 -4.5034
H 3.6476 2.5957 -3.6036
H 5.5833 2.8810 -5.1024
H 7.1228 1.0050 -5.5118
H 6.7161 -1.1737 -4.4311
H 4.7665 -1.4571 -2.9403
H 1.2813 -2.2945 -3.7394
H -0.0577 -2.5100 -5.8022
H -0.7487 -0.4877 -7.0400
H -0.0575 1.7386 -6.2218
H 1.2234 1.9326 -4.1248
F 3.2589 0.8658 0.5885
C 2.1454 0.8006 1.4761
F 2.5781 -0.2317 2.3246
F 2.3926 1.9018 2.2919
C -2.6572 -4.5565 -6.0548
C -2.2630 -3.9072 -4.7572
C -2.9045 -2.7557 -4.3194
C -2.4920 -2.1172 -3.1616
C -1.4421 -2.6312 -2.4307
C -0.8043 -3.7829 -2.8483
C -1.2088 -4.4192 -4.0081
S -0.9257 -1.8550 -0.8733
O -1.0048 -2.9593 0.0670
O -1.8752 -0.7889 -0.6516
O 0.4510 -1.4350 -1.1446
H -3.6882 -4.3217 -6.3132
H -2.5437 -5.6381 -5.9999
H -2.0173 -4.1918 -6.8618
H -3.7303 -2.3559 -4.8940
H -2.9676 -1.2183 -2.7995
H 0.0060 -4.1612 -2.2450
H -0.7078 -5.3208 -4.3406
```

Relative energy (zero: lowest compared OMol25 entry of this formula, charge and spin) in kcal per mole: 33.3
Net charge: -2
HOMO-LUMO gap in Eh: 0.2001
Energy in eV: -95915.4572

Mulliken population analysis, charges in e, atoms 1 to 2: atom 1 (Ag): 0.614, atom 2 (C): -1.480



- Which formula does entry 1 have?
  C42H38BaIN6O3PS3Se2



- Among the records above, which one has the lowest HOMO-LUMO gap?
  C42H38N7O2PTa



- Which of these has the highest relative energy (zero: lowest compared OMol25 entry of this formula, charge and spin)?
  C42H38N7O2PTa